17
Properties=species:S:1:pos:R:3 method="wB97M-V/def2-TZVPD" homo_lumo_gap_ev=9.326 relative_energy_ev=4.611 smiles=C#C[C@@H](N)[C@H]1CCS1 lumo_energy_ev=0.69 multiplicity=1
C 1.27276 2.26738 -0.42583
C 1.18840 1.10051 -0.63456
C 0.91256 -0.39557 -0.91712
N 2.00609 -1.01672 -0.14192
C -0.62319 -0.86873 -0.61059
C -0.93629 -0.44845 0.93327
C -1.82358 0.75518 0.59451
S -2.05176 0.14455 -1.19282
H 1.54304 3.18004 0.10286
H 1.17516 -0.61316 -1.96161
H 1.75326 -1.27380 0.90583
H 2.32676 -2.04970 -0.78290
H -0.82717 -1.97375 -0.61842
H -1.60978 -1.18716 1.34271
H -0.15044 -0.10717 1.69499
H -2.86827 0.79938 1.12014
H -1.28753 1.68717 0.59143



20
Properties=species:S:1:pos:R:3 method="wB97M-V/def2-TZVPD" homo_lumo_gap_ev=9.892 relative_energy_ev=2.185 smiles=NCC[C@@H](N)CN lumo_energy_ev=1.04 multiplicity=1
N -2.11891 -1.41659 -2.19256
C -1.50719 -0.19946 -1.54408
C -0.12498 -0.44599 -0.76410
C 0.26825 0.51439 0.35982
N -0.71010 1.13307 1.16679
C 1.55054 -0.08293 1.20747
N 2.57517 0.77920 1.78443
H -2.48709 -1.08531 -3.06064
H -1.39590 -2.15293 -2.31265
H -1.21010 0.60107 -2.34976
H -2.20516 0.26699 -0.79842
H 0.66760 -0.41734 -1.55893
H -0.18644 -1.43515 -0.23638
H 0.57699 1.48176 -0.25800
H -0.25390 1.23984 2.10130
H -1.64657 0.66482 1.36752
H 2.03517 -0.81245 0.51522
H 1.00108 -0.60439 1.91595
H 2.04718 1.64441 2.15357
H 3.12436 0.32699 2.50344



86
Properties=species:S:1:pos:R:3 method="wB97M-V/def2-TZVPD" homo_lumo_gap_ev=8.015 lumo_energy_ev=-5.29 multiplicity=1 charge=+1
C 2.35228 2.22359 -1.85597
C 1.74551 2.40330 -3.32257
C 0.39387 1.53458 -3.57941
Cl 0.69268 -0.27401 -3.57254
P -1.05530 2.08848 -2.50656
C -0.96025 1.59584 -0.69394
Br -2.71840 1.86890 0.19251
C -0.51003 0.09307 -0.40406
C -1.47382 -1.03567 -0.98538
S -2.96580 1.59003 -3.44906
O -2.61262 1.19128 -4.85950
O -3.66098 0.44925 -2.78884
C -4.12809 3.05958 -3.34519
F -5.43620 2.56293 -3.27395
F -3.93633 3.82417 -2.16951
C -4.02084 4.08147 -4.56500
F -5.11270 4.96758 -4.43022
F -4.16084 3.50242 -5.81840
F -2.87699 4.90700 -4.47115
H 2.08736 1.21501 -1.41330
H 3.49741 2.25632 -1.92941
H 2.02086 3.11484 -1.23427
H 1.44128 3.48752 -3.55946
H 2.46273 2.10125 -4.16474
H 0.09490 1.78661 -4.66245
H -1.02526 3.53776 -2.52820
H -0.21731 2.27485 -0.13821
H 0.56035 -0.15093 -0.71709
H -0.52242 -0.02844 0.73791
H -1.00796 -2.05983 -0.75988
H -2.50805 -1.05364 -0.49020
H -1.60580 -0.99672 -2.11980
C 1.51248 3.07976 5.64488
C 2.15737 4.02392 4.60569
C 1.25138 4.50159 3.46740
F 0.79119 3.49084 2.70250
F 1.93898 5.32356 2.63246
F 3.28012 3.44160 4.12051
F 2.57378 5.13008 5.28591
O 1.73769 1.67258 5.48101
C 0.88310 0.96974 4.60832
C 1.63072 0.38288 3.40644
F 2.24984 1.34325 2.68370
F 0.77030 -0.24537 2.56071
F -0.15133 1.75708 4.25320
F 0.35260 -0.03654 5.33484
H 1.99615 3.31050 6.59803
H 0.45584 3.30435 5.80981
H 0.39675 5.06247 3.85530
H 2.38535 -0.33553 3.73032
C -3.96421 -1.79542 -6.80333
C -4.43227 -2.82867 -5.75374
C -3.34325 -3.73248 -5.17153
F -2.74685 -4.49670 -6.10110
F -3.87953 -4.58775 -4.26436
F -5.44399 -3.55929 -6.27524
F -4.97685 -2.12469 -4.71996
O -4.14191 -2.15073 -8.18100
C -3.14174 -2.93760 -8.79198
C -3.66384 -4.30825 -9.23813
F -4.15758 -5.01639 -8.20153
F -2.66545 -5.04626 -9.77799
F -2.07016 -3.01896 -7.98170
F -2.73489 -2.24269 -9.87729
H -4.60538 -0.91861 -6.67626
H -2.95473 -1.42658 -6.60460
H -2.57666 -3.14334 -4.65937
H -4.45662 -4.19687 -9.98179
C 5.08555 -3.45455 7.90122
C 3.86588 -3.11912 8.78800
C 2.48845 -3.40141 8.18354
F 2.25008 -2.68518 7.06886
F 1.51265 -3.06663 9.06480
F 3.96199 -1.83162 9.19687
F 3.98031 -3.87910 9.91503
O 5.68476 -2.37251 7.17211
C 5.12673 -2.03225 5.92390
C 4.54413 -0.61472 5.91122
F 3.58001 -0.46169 6.83918
F 3.97546 -0.33940 4.70574
F 4.23749 -2.97033 5.55086
F 6.13929 -2.10345 5.03099
H 5.87457 -3.77262 8.58810
H 4.90814 -4.32341 7.26287
H 2.37307 -4.46308 7.94803
H 5.32179 0.12724 6.10634



32
Properties=species:S:1:pos:R:3 method="wB97M-V/def2-TZVPD" homo_lumo_gap_ev=8.717 relative_energy_ev=1.234 lumo_energy_ev=3.32 multiplicity=1 charge=-1
C 1.96932 -0.21265 -1.95818
O 2.27505 -0.34030 -0.58492
C 0.52392 0.02987 -2.38381
C -0.56894 -0.98311 -1.93482
C -1.32090 -0.73578 -0.65432
C -1.59802 0.53630 -0.34288
N -2.23839 0.80820 0.89434
H 2.61112 0.60421 -2.36681
H 2.36473 -1.13347 -2.40490
H 0.29930 1.06695 -2.24980
H 0.44412 0.03892 -3.48664
H -0.00314 -1.92783 -1.76846
H -1.20601 -1.25630 -2.77247
H -1.49012 -1.51659 0.07310
H -1.33982 1.41242 -0.92164
H -2.57912 1.74228 1.04831
H -1.78369 0.41136 1.71386
H -0.33566 2.21369 1.93391
H 1.10168 2.56334 1.82694
O 0.26927 2.87442 2.30464
H -3.68739 -1.32966 -2.37180
H -3.52162 -0.02245 -1.58112
O -3.91249 -0.39491 -2.38693
H 2.96824 1.34014 1.86881
H 1.92302 0.42531 -0.04976
O 2.12482 1.22039 1.42937
H 1.23298 -2.02027 2.25696
H 1.60848 -2.34049 0.83232
O 1.23265 -2.77521 1.60849
H 1.26307 0.02404 3.55069
H 1.33239 0.17760 2.11290
O 0.83181 -0.42898 2.81285